Entry 1:
The following is a DFT calculation (the ωB97M-V functional and the def2-TZVPD basis) of the molecule C20H21FN2O3.

Element x y z (Å)
C1 -4.8637 0.3558 7.5283
H1 -4.2585 1.2652 7.6053
O1 -4.0969 -0.7414 7.0993
C2 -3.5022 -0.6748 5.8706
C3 -3.5873 0.4003 4.9952
C4 -2.9435 0.3647 3.7701
C5 -2.2014 -0.7470 3.3944
C6 -2.1171 -1.8262 4.2750
C7 -2.7565 -1.7918 5.4938
H2 -2.6938 -2.6241 6.1767
H3 -1.5444 -2.7013 3.9989
N1 -1.5271 -0.8519 2.1731
C8 -1.4564 0.0731 1.1604
O2 -1.9508 1.1831 1.2171
N2 -0.7816 -0.3498 0.0438
C9 -0.0826 -1.6145 -0.0720
H4 0.7557 -1.6626 0.6417
C10 0.4531 -1.8028 -1.4872
H5 -0.3789 -1.8125 -2.1924
H6 0.9471 -2.7734 -1.5532
C11 1.4330 -0.6949 -1.8880
C12 1.4950 -0.5717 -3.4050
O3 0.6674 -1.0881 -4.1216
C13 2.5975 0.2453 -3.9811
C14 2.5742 0.4526 -5.3627
C15 3.5537 1.1919 -5.9924
C16 4.5705 1.7293 -5.2217
C17 4.6250 1.5428 -3.8507
C18 3.6370 0.7999 -3.2338
H7 3.6895 0.6609 -2.1662
H8 5.4344 1.9772 -3.2854
F1 5.5343 2.4519 -5.8187
H9 3.5415 1.3562 -7.0580
H10 1.7647 0.0174 -5.9292
C19 0.9823 0.6593 -1.2938
H11 1.1950 1.4744 -1.9867
C20 -0.5110 0.6274 -0.9921
H12 -0.8550 1.5924 -0.6139
H13 -1.0766 0.3914 -1.8998
H14 1.5211 0.8577 -0.3652
H15 2.4314 -0.9438 -1.5197
H16 -0.7705 -2.4420 0.1420
H17 -1.0532 -1.7314 2.0457
H18 -3.0150 1.2037 3.0993
H19 -4.1545 1.2814 5.2500
H20 -5.2358 0.0875 8.5160
H21 -5.7119 0.5404 6.8608

Values from the calculation:
- E_LUMO: 0.0039 hartree
- HOMO energy: -7.72 eV
- Kohn-Sham gap: 7.828 eV
- 2S+1: 1
- Structure (SMILES): COc1ccc(NC(=O)N2CCC(C(=O)c3ccc(F)cc3)CC2)cc1
- ΔE to the lowest compared entry with this formula, charge and spin: 10.61 kcal per mole
- Charge: 0

=====

Entry 2:
The following is a DFT calculation (the ωB97M-V functional and the def2-TZVPD basis) of a structure of composition C17H19Co2O11P.

Element x y z (Å)
C1 -1.0214 -2.6563 -4.2035
C2 -0.1210 -1.6176 -3.5403
O1 -0.8375 -1.0830 -2.3865
P1 -0.5167 0.4112 -1.8445
C3 0.7841 0.3167 -0.5698
C4 2.0735 0.7391 -1.1587
O2 2.8273 1.5430 -0.6268
O3 2.2967 0.2686 -2.3852
C5 3.1879 1.0384 -3.2554
C6 2.7423 2.4308 -3.4807
O4 -0.1651 1.3633 -2.9265
O5 -1.9261 0.7269 -1.1641
C7 -2.8303 1.8340 -1.5202
C8 -4.2788 1.3219 -1.5780
H1 -0.5834 -3.0115 -5.1429
H2 -1.1731 -3.4650 -3.4819
H3 -1.9893 -2.2135 -4.4452
H4 0.8457 -2.0298 -3.1937
H5 0.0723 -0.7734 -4.2349
H6 0.1163 0.5119 0.4583
H7 4.1588 0.9870 -2.7897
H8 3.1988 0.4652 -4.1853
H9 3.2819 2.8044 -4.3449
H10 1.6661 2.4657 -3.6801
H11 2.9900 3.0221 -2.5803
H12 -2.6872 2.6603 -0.7912
H13 -2.4326 2.1651 -2.4968
H14 -4.9356 2.1248 -1.9427
H15 -4.3374 0.4559 -2.2609
H16 -4.5789 1.0219 -0.5577
O6 3.6994 -0.6298 4.8344
C9 2.5940 -0.9027 4.9157
Co1 0.8029 -1.1096 5.0176
C10 0.6078 -2.8128 4.5905
O7 0.4368 -3.9231 4.2969
C11 0.9790 -0.8620 6.7099
O8 1.0612 -0.5714 7.8184
C12 0.8146 0.2909 3.5273
C13 0.5102 0.0149 2.2233
C14 1.2868 -0.0011 0.8999
Co2 -0.8787 -0.2918 3.3170
C15 -1.5634 -1.7805 2.7248
O9 -2.0238 -2.7783 2.3953
C16 -2.3488 0.7375 3.1654
O10 -3.3502 1.3082 3.1671
C17 -1.3816 -0.7228 5.0821
O11 -2.1856 -0.6989 5.9402
H17 1.3452 1.1668 3.9560
H18 2.1067 0.7892 1.0289
H19 1.6601 -1.0509 0.6997

Values from the calculation:
- E_LUMO: 0.1615 hartree
- HOMO energy: 1.31 eV
- Kohn-Sham gap: 3.080 eV
- 2S+1: 1
- ΔE to the lowest compared entry with this formula, charge and spin: 70.70 kcal per mole
- Charge: -2

=====

Entry 3:
The following is a DFT calculation (the ωB97M-V functional and the def2-TZVPD basis) of a cluster of 2 separate species, C22H18Cl2F2O2S in total.

Element x y z (Å)
C1 5.4624 1.3759 2.9529
C2 4.0965 0.8219 2.7445
C3 2.9539 1.6211 2.8000
F1 3.1842 2.9182 3.2069
C4 1.6838 1.1617 2.5103
C5 1.4824 -0.1535 1.9610
C6 0.2842 -0.6624 1.3258
C7 -1.0092 -0.0689 1.5061
C8 -1.3367 1.3109 1.4174
C9 -2.5621 1.7230 1.9618
F2 -2.7378 3.0655 2.1968
C10 -3.5793 0.8825 2.4437
C11 -4.8883 1.4054 2.9788
C12 -3.2961 -0.4850 2.3806
C13 -2.0778 -0.9407 1.8821
C14 2.6357 -0.9830 1.9517
C15 3.8584 -0.5203 2.3873
H1 6.1867 0.5575 3.0236
H2 5.7293 2.0874 2.1552
H3 5.5948 1.9050 3.9032
H4 0.8298 1.8073 2.7584
H5 0.2834 -1.6593 0.7943
H6 -0.6804 2.0183 0.9492
H7 -5.5450 0.5526 3.1812
H8 -4.8356 1.9055 3.9559
H9 -5.3305 2.1243 2.2725
H10 -4.0771 -1.1706 2.7406
H11 -1.9014 -2.0352 1.8327
H12 2.5023 -2.0074 1.5771
H13 4.7098 -1.1868 2.4068
Cl1 -0.1556 -1.2452 -8.3272
C16 -0.3013 -1.2085 -6.6217
C17 -0.8476 -0.0967 -5.9703
C18 -1.0655 -0.1165 -4.5855
C19 -0.7294 -1.2198 -3.8024
S1 -1.1375 -1.2221 -2.0165
C20 0.2694 -0.4707 -1.1916
Cl2 0.4883 1.2845 -1.0618
O1 -2.2645 -0.3444 -1.8154
O2 -1.1988 -2.6160 -1.6382
C21 -0.1184 -2.2988 -4.4497
C22 0.1033 -2.2978 -5.8366
H14 -1.0935 0.7819 -6.5693
H15 -1.4883 0.7753 -4.1526
H16 1.0979 -0.7758 -1.8682
H17 0.2234 -3.1686 -3.9099
H18 0.5979 -3.1318 -6.3415

Values from the calculation:
- E_LUMO: -0.0684 hartree
- HOMO energy: -7.83 eV
- Kohn-Sham gap: 5.974 eV
- 2S+1: 1
- Charge: 0

=====

Entry 4:
The following is a DFT calculation (the ωB97M-V functional and the def2-TZVPD basis) of a structure of composition C47H48FIrN6O5PS2.

Element x y z (Å)
Ir1 -0.9095 0.8208 -0.2228
C1 -6.4363 4.0060 1.7339
C2 -5.6673 2.7130 1.7136
C3 -5.3756 1.9983 2.8792
C4 -4.5987 0.8603 2.8804
C5 -4.0370 0.2967 1.6823
N1 -3.3150 -0.8013 1.6083
C6 -3.0426 -1.5144 2.7582
C7 -3.9154 -2.4602 3.2975
C8 -3.5940 -3.2101 4.4268
C9 -2.3813 -3.0350 5.0743
C10 -1.9973 -3.8627 6.2737
C11 -1.5028 -2.0780 4.5628
C12 -1.8081 -1.3275 3.4359
N2 -0.9051 -0.3880 2.9173
C13 -0.6337 0.6483 3.6083
C14 0.1906 1.7559 3.1701
C15 0.7140 1.9387 1.9360
N3 0.8727 1.0346 0.8885
C16 -4.3389 1.0708 0.5128
C17 -5.1116 2.2159 0.5415
N4 -3.9467 0.5973 -0.7827
C18 -4.8170 0.2425 -1.7465
C19 -4.1014 -0.2697 -2.8060
C20 -2.7690 -0.1996 -2.3908
N5 -2.6853 0.3307 -1.1756
H1 -7.1333 4.0365 2.5763
H2 -7.0198 4.1385 0.8185
H3 -5.7729 4.8731 1.8199
H4 -5.7722 2.3560 3.8276
H5 -4.4207 0.3364 3.8119
H6 -4.8707 -2.6011 2.8034
H7 -4.3026 -3.9430 4.8033
H8 -2.8644 -4.3888 6.6786
H9 -1.5794 -3.2421 7.0706
H10 -1.2429 -4.6142 6.0214
H11 -0.5410 -1.9166 5.0433
H12 -1.1198 0.7903 4.5865
H13 0.2037 2.6139 3.8336
H14 1.0397 2.9483 1.6811
H15 -5.2566 2.7524 -0.3926
H16 -5.8736 0.3468 -1.5730
H17 -4.4857 -0.6532 -3.7350
H18 -1.8662 -0.5035 -2.8887
C21 4.8931 -2.1480 -5.2106
C22 3.4842 -2.6552 -5.5113
C23 3.2265 -2.8490 -7.0018
C24 3.3003 -1.5176 -7.7413
C25 2.5113 -0.4456 -7.0297
C26 2.1228 0.7027 -7.6930
C27 1.3845 1.6705 -7.0298
F1 1.0228 2.7785 -7.7261
C28 1.0159 1.5385 -5.7183
C29 1.3963 0.3879 -5.0294
C30 1.0163 0.2721 -3.5807
O1 0.5835 1.2514 -3.0093
C31 1.2389 -1.0545 -3.0090
C32 1.9980 -1.9256 -3.7161
N6 2.4850 -1.7395 -4.9726
C33 2.1395 -0.5988 -5.6821
C34 0.7375 -1.6153 -1.6714
O2 1.2038 -2.7159 -1.3548
O3 -0.1620 -1.0034 -1.0288
H19 5.6434 -2.7951 -5.6708
H20 5.0636 -2.1268 -4.1342
H21 5.0298 -1.1336 -5.5883
H22 3.3339 -3.6052 -4.9958
H23 2.2334 -3.2868 -7.1280
H24 3.9543 -3.5546 -7.4077
H25 2.9139 -1.6335 -8.7562
H26 4.3440 -1.2038 -7.8432
H27 2.3779 0.8516 -8.7356
H28 0.4510 2.2970 -5.1922
H29 2.2472 -2.8685 -3.2427
C35 -1.4635 2.4135 0.2626
C36 -1.8330 3.7184 0.4685
C37 -2.4964 4.1249 1.6694
C38 -2.8313 5.4423 1.8663
C39 -2.5468 6.4236 0.9045
C40 -1.8991 6.0376 -0.2775
C41 -1.5407 4.7300 -0.5033
H30 -2.7396 3.3702 2.4069
H31 -3.3365 5.7226 2.7853
H32 -2.8216 7.4579 1.0716
H33 -1.6679 6.7848 -1.0304
H34 -1.0335 4.4348 -1.4135
C42 4.3919 -2.2590 -0.4472
C43 4.2410 -2.6028 1.0225
C44 3.0582 -3.5184 1.2854
O4 4.1738 -1.4452 1.8925
P1 3.5220 0.0080 1.6259
S1 4.3537 1.1581 0.3128
S2 1.5162 -0.4619 1.3936
O5 3.7905 0.6561 3.0666
C45 3.5813 0.1322 4.3903
C46 2.4040 -0.8133 4.5505
C47 4.8863 -0.4895 4.8630
H35 4.6015 -3.1844 -0.9915
H36 5.2058 -1.5531 -0.6035
H37 3.4687 -1.8401 -0.8453
H38 5.1563 -3.0979 1.3630
H39 2.1488 -3.1275 0.8300
H40 2.9100 -3.6501 2.3589
H41 3.2577 -4.4974 0.8412
H42 3.3766 1.0300 4.9799
H43 2.5657 -1.7433 4.0050
H44 1.4778 -0.3655 4.1960
H45 2.3003 -1.0495 5.6132
H46 5.1102 -1.3745 4.2666
H47 4.8052 -0.7790 5.9137
H48 5.7065 0.2208 4.7534

Values from the calculation:
- E_LUMO (alpha / beta): 0.1271 / 0.1270 hartree
- HOMO energy (alpha / beta): -0.25 / -1.14 eV
- Kohn-Sham gap (alpha / beta): 3.704 / 4.596 eV
- 2S+1: 2
- ΔE to the lowest compared entry with this formula, charge and spin: 45.33 kcal per mole
- Charge: -2

=====

Entry 5:
The following is a DFT calculation (the ωB97M-V functional and the def2-TZVPD basis) of a structure of composition C39H29CuN6O3P.

Element x y z (Å)
Cu1 0.4610 -0.1700 0.0231
C1 -2.2778 4.3516 1.0829
C2 -1.0007 3.8560 0.4384
N1 -0.4471 2.6971 1.1639
C3 -0.9029 2.3517 2.4303
C4 -1.7577 3.2008 3.0230
N2 -2.5722 4.0864 2.2829
C5 -0.2949 1.1362 3.0357
C6 -0.5785 0.8080 4.3545
C7 0.0693 -0.2652 4.9419
C8 0.9823 -0.9693 4.1700
C9 1.1676 -0.6217 2.8401
N3 0.5169 0.3991 2.2684
C10 2.1650 -1.3516 1.9912
C11 2.7506 -2.5441 2.3944
N4 3.6743 -3.1642 1.6665
C12 4.0049 -2.5877 0.5191
C13 3.3985 -1.4170 0.0872
N5 2.4856 -0.7982 0.8215
C14 -0.1903 -0.6367 6.3560
C15 -1.4733 -0.5870 6.8847
C16 -1.6701 -0.9469 8.2084
N6 -0.6921 -1.3389 9.0228
C17 0.5356 -1.3817 8.5086
C18 0.8354 -1.0475 7.1973
H1 -2.9972 4.8953 0.4752
H2 -0.2684 4.6575 0.3113
H3 -1.9508 3.1822 4.0843
H4 -1.2768 1.4006 4.9273
H5 1.5243 -1.7972 4.6008
H6 2.4602 -3.0323 3.3146
H7 4.7540 -3.0767 -0.0909
H8 3.6298 -0.9925 -0.8807
H9 -2.3175 -0.2988 6.2714
H10 -2.6671 -0.9226 8.6330
H11 1.3261 -1.6959 9.1805
H12 1.8601 -1.0864 6.8506
O1 -0.8860 1.7994 0.0999
C19 -1.1776 2.8846 -0.6922
C20 -1.4377 2.8515 -2.0632
C21 -1.9550 4.0396 -2.6411
C22 -2.3668 4.0657 -3.9510
C23 -2.2893 2.9064 -4.7238
C24 -1.7386 1.7529 -4.1817
C25 -1.2629 1.6911 -2.8766
P1 -0.2516 0.2258 -2.2941
C26 -1.1405 -1.1021 -3.1806
C27 -2.4908 -1.2724 -2.8777
C28 -3.2231 -2.2964 -3.4589
C29 -2.6130 -3.1618 -4.3567
C30 -1.2676 -3.0024 -4.6586
C31 -0.5326 -1.9835 -4.0683
C32 1.2721 0.5510 -3.2635
C33 2.4022 0.9188 -2.5392
C34 3.5885 1.2456 -3.1827
C35 3.6620 1.1902 -4.5666
C36 2.5440 0.8142 -5.3009
C37 1.3581 0.5029 -4.6528
H13 -2.0498 4.9274 -2.0260
H14 -2.7677 4.9784 -4.3724
H15 -2.6410 2.9079 -5.7467
H16 -1.6679 0.8704 -4.8062
H17 -2.9759 -0.6016 -2.1771
H18 -4.2689 -2.4197 -3.2083
H19 -3.1824 -3.9601 -4.8152
H20 -0.7824 -3.6809 -5.3486
H21 0.5254 -1.8939 -4.2737
H22 2.3471 0.9527 -1.4550
H23 4.4544 1.5396 -2.6024
H24 4.5865 1.4371 -5.0727
H25 2.5955 0.7654 -6.3811
H26 0.4958 0.2136 -5.2408
C38 0.1546 -4.2059 -1.0153
C39 0.4435 -2.7324 -0.8172
O2 -0.1549 -2.1673 0.1542
O3 1.2264 -2.1486 -1.5963
H27 -0.9070 -4.3325 -1.2351
H28 0.3620 -4.7497 -0.0929
H29 0.7469 -4.6133 -1.8312

Values from the calculation:
- E_LUMO (alpha / beta): -0.0262 / -0.0310 hartree
- HOMO energy (alpha / beta): -6.91 / -7.30 eV
- Kohn-Sham gap (alpha / beta): 6.195 / 6.454 eV
- 2S+1: 2
- ΔE to the lowest compared entry with this formula, charge and spin: 83.43 kcal per mole
- Charge: 0

=====

Entry 6:
The following is a DFT calculation (the ωB97M-V functional and the def2-TZVPD basis) of a structure of composition C40H34BrCuN5O2SSi.

Element x y z (Å)
Cu1 0.6469 -0.6054 0.1209
O1 -0.3724 2.8408 -2.7726
C1 -1.7218 2.9016 -2.6792
C2 -2.3911 3.7907 -3.5151
C3 -3.7638 3.9211 -3.4402
C4 -4.4920 3.1535 -2.5475
C5 -3.8342 2.2538 -1.7291
C6 -2.4562 2.1189 -1.7814
C7 -1.7068 1.1389 -0.9028
O2 -2.5251 0.3882 -0.0688
N1 -0.7418 1.8880 -0.1244
N2 0.0228 1.1422 0.7671
C8 0.7661 1.8158 1.6127
C9 1.5380 1.2676 2.6482
Br1 1.3114 -0.6190 3.0168
C10 2.4001 1.9038 3.5000
C11 3.1121 3.1378 3.3311
C12 3.4616 3.6578 2.0772
C13 4.3457 4.7125 1.9771
C14 4.8786 5.3020 3.1130
C15 4.4964 4.8371 4.3635
C16 3.6384 3.7659 4.4722
H1 0.0027 2.3145 -2.0510
H2 -1.8025 4.3731 -4.2059
H3 -4.2654 4.6312 -4.0786
H4 -5.5648 3.2568 -2.4864
H5 -4.3945 1.6584 -1.0288
H6 -1.1180 0.4542 -1.5392
H7 -1.1475 2.7162 0.3056
H8 0.7300 2.9043 1.5944
H9 2.6690 1.3685 4.3994
H10 3.0871 3.1827 1.1831
H11 4.6426 5.0714 1.0020
H12 5.5938 6.1066 3.0243
H13 4.8956 5.3030 5.2525
H14 3.3622 3.3974 5.4502
N3 4.6357 -1.2898 -0.3020
C17 5.3757 -0.1121 -0.2460
C18 6.7250 -0.1517 0.0806
C19 7.4845 1.0096 0.0934
C20 6.9079 2.2296 -0.2117
C21 5.5602 2.2856 -0.5296
C22 4.8079 1.1290 -0.5446
S1 3.0954 1.2327 -0.9829
N4 2.5133 -0.3071 -0.6867
C23 3.2545 -1.3415 -0.3846
C24 2.5747 -2.5944 -0.1888
C25 3.2164 -3.8463 -0.2202
C26 2.4738 -4.9949 -0.1127
C27 1.0860 -4.9000 0.0512
C28 0.5205 -3.6446 0.1017
N5 1.2193 -2.5241 -0.0136
H15 5.1060 -2.1094 0.0480
H16 7.1756 -1.1057 0.3171
H17 8.5343 0.9507 0.3356
H18 7.4935 3.1358 -0.2128
H19 5.0784 3.2153 -0.7910
H20 4.2861 -3.9069 -0.3545
H21 2.9525 -5.9598 -0.1663
H22 0.4742 -5.7812 0.1441
H23 -0.5443 -3.5307 0.2502
C29 -2.6884 -3.5625 3.5526
C30 -3.9742 -3.4016 3.0602
C31 -4.1956 -2.5858 1.9658
C32 -3.1505 -1.9046 1.3542
C33 -1.8702 -2.0650 1.8731
C34 -1.6350 -2.8899 2.9571
Si1 -3.4169 -0.9553 -0.2454
C35 -2.9520 -2.1061 -1.6821
C36 -3.9158 -2.9093 -2.2891
C37 -3.6023 -3.7592 -3.3347
C38 -2.2998 -3.8305 -3.8049
C39 -1.3238 -3.0524 -3.2064
C40 -1.6472 -2.2112 -2.1568
H24 -2.5045 -4.2056 4.4006
H25 -4.8055 -3.9201 3.5163
H26 -5.1950 -2.4649 1.5749
H27 -1.0479 -1.5251 1.4126
H28 -0.6260 -3.0146 3.3227
H29 -4.8152 -0.5480 -0.4328
H30 -4.9316 -2.8690 -1.9254
H31 -4.3765 -4.3621 -3.7887
H32 -2.0424 -4.4852 -4.6262
H33 -0.3032 -3.1018 -3.5571
H34 -0.8598 -1.6367 -1.6833

Values from the calculation:
- E_LUMO (alpha / beta): -0.0403 / -0.0402 hartree
- HOMO energy (alpha / beta): -4.72 / -6.81 eV
- Kohn-Sham gap (alpha / beta): 3.626 / 5.714 eV
- 2S+1: 2
- ΔE to the lowest compared entry with this formula, charge and spin: 16.97 kcal per mole
- Charge: 0

=====

Entry 7:
The following is a DFT calculation (the ωB97M-V functional and the def2-TZVPD basis) of the molecule C5H8.

Element x y z (Å)
C1 -0.3903 0.9816 0.4401
C2 1.0615 0.4846 0.3116
C3 0.8655 -0.9627 -0.0714
C4 -0.3363 -1.1659 -0.6062
C5 -1.2173 0.0558 -0.4840
H1 -0.5057 2.0425 0.2011
H2 -0.7183 0.8353 1.4754
H3 1.5913 1.0091 -0.4986
H4 1.6577 0.6249 1.2191
H5 1.6153 -1.7255 0.1049
H6 -0.6796 -2.0980 -1.0474
H7 -1.4547 0.5256 -1.4484
H8 -2.1754 -0.2210 -0.0286

Values from the calculation:
- E_LUMO: 0.0459 hartree
- HOMO energy: -9.05 eV
- Kohn-Sham gap: 10.303 eV
- 2S+1: 1
- Structure (SMILES): C1=CCCC1
- ΔE to the lowest compared entry with this formula, charge and spin: 1.38 kcal per mole
- Charge: 0

=====

Entry 8:
The following is a DFT calculation (the ωB97M-V functional and the def2-TZVPD basis) of a cluster of 2 separate species, C3H7ClN2O in total.

Element x y z (Å)
C1 1.5275 -1.4979 -0.2227
C2 -0.7772 1.0653 -1.0314
C3 -0.9941 -0.1948 1.1579
N1 0.8625 -0.3897 -0.2374
N2 -0.3300 -0.0003 -0.0998
O1 2.7122 -1.6541 -0.0603
Cl1 2.1526 1.5927 0.4777
H1 0.8266 -2.3936 -0.5769
H2 0.0517 1.8898 -1.0400
H3 -0.9673 0.8178 -2.0742
H4 -1.7211 1.4134 -0.7206
H5 -0.2446 -0.7169 1.8515
H6 -1.1268 0.7557 1.5723
H7 -1.9719 -0.6873 1.0039

Values from the calculation:
- E_LUMO (alpha / beta): -0.0631 / -0.0689 hartree
- HOMO energy (alpha / beta): -9.56 / -9.28 eV
- Kohn-Sham gap (alpha / beta): 7.838 / 7.408 eV
- 2S+1: 1
- ΔE to the lowest compared entry with this formula, charge and spin: 78.70 kcal per mole
- Charge: 0